Record 1
{
  "formula": "C7H12N3O2S",
  "method": "the ωB97M-V functional and the def2-TZVPD basis",
  "e_above_lowest_ev": 0.000,
  "total_energy_ev": -26846.686,
  "charge": 1,
  "homo_lumo_gap_ha": 0.3669,
  "multiplicity": 1,
  "homo_energy_ev": -12.96,
  "species": ["C", "C", "C", "C", "C", "C", "C", "N", "N", "N", "O", "O", "S", "H", "H", "H", "H", "H", "H", "H", "H", "H", "H", "H", "H"],
  "positions_angstrom": [[-1.40578, -2.60126, -1.52212], [-0.67889, -2.42239, -2.66785], [-1.24681, -1.74114, -0.41381], [0.59542, -0.67540, -1.69727], [-2.21254, 1.55241, 1.66315], [1.54791, 0.38803, 1.08347], [0.02109, 0.39998, 0.88525], [0.20732, -1.43007, -2.78474], [-0.20002, -0.73189, -0.68197], [2.20891, 1.27108, 0.22747], [-1.82397, -1.69539, 0.61599], [1.60609, 0.06206, -1.85907], [-0.85337, 1.75719, 0.49222], [-2.33597, -3.16658, -1.54594], [-1.00280, -2.93843, -3.59629], [-2.85357, 2.37905, 1.54348], [-1.74311, 1.29510, 2.57505], [-2.73651, 0.63756, 1.43470], [1.52646, 0.66778, 2.20097], [2.00899, -0.66358, 0.99544], [-0.55011, -0.16104, 1.57327], [0.75180, -1.27236, -3.52418], [3.24340, 1.33093, 0.53423], [1.79571, 2.21145, 0.39076], [1.85555, 0.69869, -1.04382]],
  "mulliken_charge": [-0.78, -0.01, 0.67, 0.63, -0.89, -0.77, -0.37, -0.05, -0.13, -0.47, -0.54, -0.59, 0.09, 0.36, 0.36, 0.41, 0.31, 0.31, 0.37, 0.32, 0.56, 0.10, 0.31, 0.29, 0.53]
}

=====

Record 2
{
  "formula": "CH2N4S",
  "method": "the ωB97M-V functional and the def2-TZVPD basis",
  "e_above_lowest_ev": 4.418,
  "total_energy_ev": -17859.388,
  "charge": 0,
  "homo_lumo_gap_ha": 0.2912,
  "multiplicity": 1,
  "homo_energy_ev": -9.05,
  "species": ["C", "N", "N", "N", "N", "S", "H", "H"],
  "positions_angstrom": [[-0.13042, -0.02156, 0.24400], [-1.01669, 0.93695, 0.73143], [-1.71974, 0.61261, 1.67389], [-2.21188, 0.64650, 2.69241], [-2.20221, -1.39313, 1.27914], [-0.81288, -1.75427, 0.84732], [-0.25479, -0.27548, -0.90113], [0.84872, 0.20434, 0.50178]],
  "mulliken_charge": [-0.44, -0.54, 0.75, -0.40, -0.28, 0.23, 0.28, 0.39]
}

=====

Record 3
{
  "formula": "C2H8OS",
  "method": "the ωB97M-V functional and the def2-TZVPD basis",
  "e_above_lowest_ev": 0.679,
  "total_energy_ev": -15085.799,
  "charge": 0,
  "homo_lumo_gap_ha": 0.3418,
  "smiles": "CSC.O",
  "multiplicity": 1,
  "homo_energy_ev": -8.45,
  "species": ["C", "S", "C", "H", "H", "H", "H", "H", "H", "O", "H", "H"],
  "positions_angstrom": [[-1.01729, -0.00497, -0.21290], [0.21918, 1.37399, 0.25977], [-0.90797, 2.26260, 1.48150], [-0.73458, -0.89257, 0.33379], [-2.04437, 0.25721, -0.02235], [-0.87173, 0.04314, -1.31683], [-1.98373, 2.12224, 1.28673], [-0.61240, 3.30691, 1.53469], [-0.74892, 1.83092, 2.48897], [2.51074, -3.33155, -1.99472], [3.22322, -3.34973, -2.64384], [2.96785, -3.61819, -1.19480]],
  "mulliken_charge": [-0.77, -0.09, -0.74, 0.26, 0.30, 0.27, 0.24, 0.29, 0.27, -0.64, 0.32, 0.32]
}